Entry 1
16
Properties=species:S:1:pos:R:3:nbo_charge:R:1 method="wB97M-V/def2-TZVPD" smiles=C[C@]1(N)[C@H](S)[C@@H]1S total_charge=0 orbital_gap_ev=9.29
C 1.1421 -0.1227 1.5279 -0.6340
C 1.1093 -0.1908 0.0228 0.1275
N 2.4617 -0.3200 -0.5240 -0.8151
C 0.1166 0.6917 -0.7967 -0.4137
S -0.8901 1.8956 -0.0079 0.0164
C -0.0764 -0.7912 -0.7106 -0.3807
S -1.5074 -1.5583 0.0929 -0.0279
H 1.6952 0.7811 1.8833 0.2222
H 1.6952 -1.0188 1.9293 0.2185
H 0.1543 -0.1705 1.9259 0.2334
H 2.8831 -1.1573 -0.1044 0.3587
H 2.4729 -0.4722 -1.4994 0.3562
H 0.6047 1.0742 -1.7262 0.2358
H -0.1004 2.0837 1.0559 0.1295
H 0.2269 -1.3584 -1.6225 0.2304
H -2.2544 -0.4398 0.2069 0.1427


Entry 2
16
Properties=species:S:1:pos:R:3:nbo_charge:R:1 method="wB97M-V/def2-TZVPD" total_charge=0 orbital_gap_ev=8.89
C 2.2963 -0.3855 -0.6315 -0.4656
C 0.2085 0.2410 0.6591 -0.0161
C -1.1763 0.7632 0.8247 -0.3492
C -1.0932 -0.7674 0.7644 -0.4399
H 2.2579 -0.8376 -1.9002 0.2250
H 3.2376 0.3334 -0.2992 0.2396
H 2.0193 -1.4781 0.0119 0.2032
H 0.3915 0.2083 -1.1575 0.3724
H 0.8011 0.2071 1.4954 0.2043
H -1.6320 0.9964 1.8161 0.2398
H -0.3140 2.5474 -0.7917 0.1868
H -1.1116 -1.3708 1.7528 0.2378
H -3.3614 -1.0945 -0.7538 0.1509
N 1.0009 0.4748 -0.4489 -0.6358
S -1.6805 1.8040 -0.6731 -0.0871
S -1.8441 -1.6414 -0.6687 -0.0660


Among the structures shown above, entry 1 is the most stable, with the second-best lying 0.1562 hartree higher.